Below is C18H22FN5O3 in the gas phase, with properties calculated with ωB97M-V/def2-TZVPD.

Output
**SMILES**: C[C@]1(F)CCC[C@H]1Nc1c(C(N)=O)cnn2cc(N3CCOCC3=O)cc12
**HOMO energy**: -8.1170 eV
**Frontier orbital gap**: 8.28 eV
**ΔE to the lowest compared entry with this formula, charge and spin**: 119.9 kcal/mol

Last columns: bonded neighbours and bond lengths (Å).
Element x y z (Å)
1 O 1.725 4.024 1.840  C6 1.289
2 O 2.285 -4.771 -0.950  C7 1.206
3 F -1.235 4.250 0.009  C26 1.386
4 N 3.623 -0.273 0.892  C8 1.299, N16 1.342
5 O -1.067 -6.019 -0.456  C19 1.470, C20 1.468
6 C 2.646 3.267 1.351  O1 1.289, C10 1.453, N15 1.370
7 C 1.108 -4.715 -0.692  O2 1.206, N17 1.396, C19 1.587
8 C 3.700 0.990 1.187  N4 1.299, C10 1.477, H28 1.044
9 C 0.264 -1.146 0.557  C12 1.374, C13 1.465, H29 1.097
10 C 2.485 1.826 1.259  C6 1.453, C8 1.477, C14 1.348
11 C 2.281 -2.158 0.183  C13 1.356, N16 1.416, H30 1.065
12 C 1.200 -0.167 0.789  C9 1.374, C14 1.492, N16 1.401
13 C 0.943 -2.360 0.098  C9 1.465, C11 1.356, N17 1.366
14 C 1.258 1.276 1.167  C10 1.348, C12 1.492, N18 1.417
15 N 3.466 3.880 0.441  C6 1.370, H31 0.908, H32 0.991
16 N 2.429 -0.815 0.607  N4 1.342, C11 1.416, C12 1.401
17 N 0.435 -3.586 -0.221  C7 1.396, C13 1.366, C21 1.403
18 N 0.092 2.061 0.990  C14 1.417, C27 1.510, H33 1.060
19 C 0.397 -6.124 -0.532  O5 1.470, C7 1.587, H34 1.127, H35 1.107
20 C -1.572 -4.702 -0.864  O5 1.468, C21 1.496, H36 1.108, H37 1.162
21 C -0.945 -3.673 0.023  N17 1.403, C20 1.496, H38 1.176, H39 1.094
22 C -1.880 2.415 -2.112  C24 1.468, C25 1.494, H40 1.074, H41 1.064
23 C -2.891 3.133 1.439  C26 1.600, H42 1.110, H43 1.126, H44 1.086
24 C -2.799 2.915 -1.083  C22 1.468, C26 1.505, H45 1.081, H46 1.061
25 C -0.810 1.656 -1.398  C22 1.494, C27 1.487, H47 1.125, H48 1.054
26 C -1.947 3.069 0.148  F3 1.386, C23 1.600, C24 1.505, C27 1.517
27 C -1.073 1.833 0.055  N18 1.510, C25 1.487, C26 1.517, H49 1.106
28 H 4.609 1.180 1.664  C8 1.044
29 H -0.810 -0.943 0.659  C9 1.097
30 H 3.105 -2.833 0.149  C11 1.065
31 H 3.438 3.432 -0.347  N15 0.908
32 H 3.192 4.823 0.303  N15 0.991
33 H 0.204 3.057 1.338  N18 1.060
34 H 0.480 -6.640 -1.531  C19 1.127
35 H 0.865 -6.701 0.288  C19 1.107
36 H -1.311 -4.573 -1.932  C20 1.108
37 H -2.709 -4.484 -0.768  C20 1.162
38 H -1.600 -2.738 -0.257  C21 1.176
39 H -1.195 -3.966 1.047  C21 1.094
40 H -2.386 1.793 -2.827  C22 1.074
41 H -1.490 3.256 -2.635  C22 1.064
42 H -3.873 2.642 1.282  C23 1.110
43 H -2.322 2.670 2.292  C23 1.126
44 H -2.990 4.184 1.694  C23 1.086
45 H -3.639 2.263 -0.888  C24 1.081
46 H -3.330 3.805 -1.310  C24 1.061
47 H 0.213 2.014 -1.699  C25 1.125
48 H -0.866 0.651 -1.712  C25 1.054
49 H -1.705 1.024 0.466  C27 1.106

Results of the Mulliken charge analysis, in e, for atoms 1 through 2: number 1, O, carries -0.767; number 2, O, carries -0.601